Record 1
Formula: C5H7NO
Source: the OMol25 dataset
Level of theory: ωB97M-V with the def2-TZVPD basis set

Structure (XYZ):
```
14
C5H7NO, DFT ωB97M-V with the def2-TZVPD basis set
C 1.3705 -0.6780 -1.1920
C 0.4476 -1.0225 -0.0319
C 0.3929 -0.0135 1.0671
N 1.1851 1.0328 1.6052
C -0.6942 -0.1192 0.3676
O 0.8036 2.0799 1.1171
C -2.0685 0.3466 0.1292
H 1.5912 0.3968 -1.2007
H 2.3233 -1.2025 -1.0540
H 0.9632 -0.9571 -2.1675
H 0.3337 -2.0905 0.1613
H -2.2303 1.3485 0.5376
H -2.7498 -0.3493 0.6304
H -2.3033 0.3384 -0.9375
```

For the total energy, the calculation gives -324.522853 Eh. As for the structure (SMILES): CC1=C(N=O)[C@@H]1C. As for the max |F|: 0.83 eV Å⁻¹. Its LUMO energy (alpha / beta) is -0.0178 / -0.0178 Eh. The HOMO energy (alpha / beta) comes out at -9.2067 / -9.2072 eV. As for the molecular weight: 97.12 g/mol.

Results of the Mulliken charge analysis, in e, for atoms 1 through 8: atom 1 (C): -1.16, atom 2 (C): -0.06, atom 3 (C): 0.01, atom 4 (N): -0.14, atom 5 (C): 0.51, atom 6 (O): -0.27, atom 7 (C): -1.03, atom 8 (H): 0.30



Record 2
Formula: C5H7NO
Source: the OMol25 dataset
Level of theory: ωB97M-V with the def2-TZVPD basis set

Structure (XYZ):
```
14
C5H7NO, DFT ωB97M-V with the def2-TZVPD basis set
C 2.2587 0.6828 0.3657
N 1.5137 -0.5484 0.5854
C 0.3400 -0.5525 0.1577
O -0.5401 -1.6201 0.2232
C -1.4681 -0.8972 -0.6092
C -1.9494 0.2970 0.1201
C -0.6047 0.3294 -0.6012
H 1.8427 1.5116 0.9510
H 3.2965 0.5330 0.6723
H 2.2571 0.9864 -0.6903
H -1.9379 -1.4321 -1.4247
H -1.9787 0.2553 1.2060
H -2.7317 0.8869 -0.3515
H -0.3479 1.0305 -1.3859
```

For the total energy, the calculation gives -324.627639 Eh. As for the max |F|: 0.49 eV Å⁻¹. Its LUMO energy is 0.0362 Eh. The HOMO energy comes out at -9.5552 eV. As for the molecular weight: 97.12 g/mol.

Results of the Mulliken charge analysis, in e, for atoms 1 through 8: atom 1 (C): -0.79, atom 2 (N): -0.59, atom 3 (C): 0.68, atom 4 (O): -0.41, atom 5 (C): -0.15, atom 6 (C): -0.52, atom 7 (C): -0.24, atom 8 (H): 0.29



Record 3
Formula: C5H7NO
Source: the OMol25 dataset
Level of theory: ωB97M-V with the def2-TZVPD basis set

Structure (XYZ):
```
14
C5H7NO, DFT ωB97M-V with the def2-TZVPD basis set
C -0.2544 0.9117 1.5277
C -0.3075 -0.5808 1.1260
C -0.5528 1.0480 -0.7107
C 1.0253 -0.9270 -1.1511
C -0.1536 -0.3616 -0.4082
N -0.2994 1.7298 0.5500
O -0.2895 -1.2612 -1.3784
H -0.0685 1.2141 2.5909
H 0.4401 -1.3348 1.3299
H -1.1508 -1.0868 1.5615
H -0.0234 1.5310 -1.5508
H -1.6128 1.2158 -0.9784
H 1.6935 -0.3581 -1.8374
H 1.5537 -1.7399 -0.6708
```

For the total energy, the calculation gives -324.624065 Eh. As for the structure (SMILES): C1=NC[C@]2(C1)CO2. As for the max |F|: 4.40 eV Å⁻¹. Its LUMO energy is 0.0358 Eh. The HOMO energy comes out at -9.4534 eV. As for the molecular weight: 97.12 g/mol.

Results of the Mulliken charge analysis, in e, for atoms 1 through 8: atom 1 (C): -0.05, atom 2 (C): -0.60, atom 3 (C): -0.55, atom 4 (C): -0.44, atom 5 (C): 0.70, atom 6 (N): -0.55, atom 7 (O): -0.51, atom 8 (H): 0.36



Record 4
Formula: C5H7NO
Source: the OMol25 dataset
Level of theory: ωB97M-V with the def2-TZVPD basis set

Structure (XYZ):
```
14
C5H7NO, DFT ωB97M-V with the def2-TZVPD basis set
O 1.2169 2.1496 -0.9653
C 0.6938 1.2645 -0.3464
C 1.4069 -0.0098 0.1604
C 0.5398 -1.2160 -0.1515
C -0.7857 -1.1178 -0.2316
C -1.5138 0.1810 -0.0113
N -0.6208 1.3390 0.2256
H 1.5887 0.0181 1.2552
H 2.3870 -0.0405 -0.3043
H 1.0324 -2.1712 -0.3190
H -1.3953 -1.9844 -0.4806
H -2.1487 0.1129 0.8826
H -2.2007 0.3775 -0.8428
H -0.2007 1.0972 1.1290
```

For the total energy, the calculation gives -324.672703 Eh. As for the structure (SMILES): O=C1CC=CCN1. As for the max |F|: 1.56 eV Å⁻¹. Its LUMO energy is 0.0253 Eh. The HOMO energy comes out at -9.5430 eV. As for the molecular weight: 97.12 g/mol.

Results of the Mulliken charge analysis, in e, for atoms 1 through 8: atom 1 (O): -0.50, atom 2 (C): 0.38, atom 3 (C): -0.78, atom 4 (C): -0.18, atom 5 (C): -0.27, atom 6 (C): -0.53, atom 7 (N): -0.44, atom 8 (H): 0.29



Record 5
Formula: C5H7NO
Source: the OMol25 dataset
Level of theory: ωB97M-V with the def2-TZVPD basis set

Structure (XYZ):
```
14
C5H7NO, DFT ωB97M-V with the def2-TZVPD basis set
O 0.4138 1.5471 1.8211
C 0.9827 1.1282 0.6938
C 0.4323 0.8668 -0.6115
C 0.0454 -0.4767 -1.1928
C -0.2439 -1.5656 -0.1900
C -0.9385 -0.4516 0.5606
N -0.9788 0.4025 -0.6350
H 2.0109 1.5022 0.6718
H 0.7763 1.5424 -1.4015
H 0.1912 -0.5790 -2.2632
H 0.5620 -2.1403 0.2734
H -0.9459 -2.2537 -0.6816
H -0.4366 1.0636 1.8428
H -1.8708 -0.5860 1.1122
```

For the total energy, the calculation gives -324.498797 Eh. As for the max |F|: 1.70 eV Å⁻¹. Its LUMO energy (alpha / beta) is -0.0022 / 0.0250 Eh. The HOMO energy (alpha / beta) comes out at -7.1459 / -7.9856 eV. As for the molecular weight: 97.12 g/mol.

Results of the Mulliken charge analysis, in e, for atoms 1 through 8: atom 1 (O): -0.48, atom 2 (C): -0.43, atom 3 (C): 0.21, atom 4 (C): -0.19, atom 5 (C): -0.51, atom 6 (C): -0.54, atom 7 (N): -0.49, atom 8 (H): 0.38



Record 6
Formula: C5H7NO
Source: the OMol25 dataset
Level of theory: ωB97M-V with the def2-TZVPD basis set

Structure (XYZ):
```
14
C5H7NO, DFT ωB97M-V with the def2-TZVPD basis set
O 1.3000 1.8656 -0.2830
C 1.1045 0.6980 -0.4853
C 1.5688 -0.5752 0.2086
N 0.1407 -1.0214 0.1327
C -0.8699 -0.2535 0.9426
C -1.4019 0.4543 -0.3289
C -0.1345 -0.0669 -0.9918
H 2.1382 -1.2325 -0.4592
H 2.0815 -0.4879 1.1708
H -0.4401 0.4489 1.6685
H -1.5710 -0.9163 1.4556
H -1.4820 1.5433 -0.2971
H -2.3200 0.0184 -0.7272
H -0.1143 -0.4747 -2.0063
```

For the total energy, the calculation gives -324.632289 Eh. As for the structure (SMILES): O=C1CN2CC[C@@H]12. As for the max |F|: 0.59 eV Å⁻¹. Its LUMO energy is 0.0384 Eh. The HOMO energy comes out at -9.4551 eV. As for the molecular weight: 97.12 g/mol.

Results of the Mulliken charge analysis, in e, for atoms 1 through 8: atom 1 (O): -0.56, atom 2 (C): 0.55, atom 3 (C): -0.47, atom 4 (N): -0.40, atom 5 (C): -0.41, atom 6 (C): -0.57, atom 7 (C): -0.14, atom 8 (H): 0.26



Record 7
Formula: C5H7NO
Source: the OMol25 dataset
Level of theory: ωB97M-V with the def2-TZVPD basis set

Structure (XYZ):
```
14
C5H7NO, DFT ωB97M-V with the def2-TZVPD basis set
C -1.7178 -0.6095 -0.1396
N -1.5999 0.8543 -0.1826
C -0.4019 0.0522 -0.2169
C 0.7583 -0.0756 0.8039
C 1.6002 -0.3914 -0.4224
C 0.6317 -0.0789 -1.2927
O 1.1354 1.1169 1.4574
H -1.9854 -1.0981 0.7965
H -2.1473 -1.0650 -1.0298
H -1.7322 1.2569 0.7430
H 0.6341 -0.8290 1.5890
H 2.6286 -0.7231 -0.5193
H 1.5670 1.6669 0.7883
H 0.5757 -0.0077 -2.3746
```

For the total energy, the calculation gives -324.610651 Eh. As for the structure (SMILES): O[C@@H]1C=C[C@@]12CN2. As for the max |F|: 0.32 eV Å⁻¹. Its LUMO energy is 0.0374 Eh. The HOMO energy comes out at -9.3281 eV. As for the molecular weight: 97.12 g/mol.

Results of the Mulliken charge analysis, in e, for atoms 1 through 8: atom 1 (C): -0.48, atom 2 (N): -0.69, atom 3 (C): 0.82, atom 4 (C): -0.09, atom 5 (C): -0.58, atom 6 (C): -0.77, atom 7 (O): -0.54, atom 8 (H): 0.23



Record 8
Formula: C5H7NO
Source: the OMol25 dataset
Level of theory: ωB97M-V with the def2-TZVPD basis set

Structure (XYZ):
```
14
C5H7NO, DFT ωB97M-V with the def2-TZVPD basis set
C 0.6037 -0.6732 -1.7584
C 0.2576 -0.2265 -0.3723
C 0.0277 -1.0507 0.7381
N -0.3928 -0.3918 1.8359
C 0.0851 0.9721 1.5554
O 0.5002 1.7497 2.3560
C -0.0837 1.0661 0.0578
H 0.7071 -1.7618 -1.8019
H 1.5461 -0.2307 -2.0979
H -0.1741 -0.3780 -2.4713
H 0.0176 -2.1378 0.7204
H -1.6205 0.2257 1.2542
H 0.0484 1.9870 -0.5010
H -1.5224 0.8499 0.4851
```

For the total energy, the calculation gives -324.581043 Eh. As for the max |F|: 0.61 eV Å⁻¹. Its LUMO energy is -0.0100 Eh. The HOMO energy comes out at -9.7774 eV. As for the molecular weight: 97.12 g/mol.

Results of the Mulliken charge analysis, in e, for atoms 1 through 8: atom 1 (C): -1.17, atom 2 (C): 0.67, atom 3 (C): -0.29, atom 4 (N): -0.59, atom 5 (C): 0.18, atom 6 (O): -0.47, atom 7 (C): -0.39, atom 8 (H): 0.33